Record 1
Entry from the Open Molecules 2025 dataset: a 10-piece molecular cluster, C5H30N2O10 overall in a non-equilibrium geometry (wB97M-V/def2-TZVPD).

XYZ file:
```
47
Properties=species:S:1:pos:R:3:forces:R:3:mulliken_charge:R:1
O 2.452517 0.848116 -1.113749 1.630 -0.330 0.926 -0.6563
O -0.062513 0.670783 -0.885319 -1.245 0.253 0.775 -0.4593
O 0.702786 -1.429596 -3.705589 0.124 0.143 0.599 -0.6282
O -2.838923 -0.746464 -2.004944 0.230 -0.141 -0.091 -0.6026
O 2.690307 -0.970147 1.171517 1.355 0.490 0.190 -0.6201
O -3.391797 -2.679309 0.109424 0.707 0.270 0.720 -0.6371
O 3.586015 -2.284871 -1.038591 0.318 0.244 -0.040 -0.6696
O -0.241555 2.362907 -3.353846 1.137 -0.905 -1.058 -0.6529
O -4.200866 0.444485 1.938758 0.379 0.363 -0.130 -0.6050
O 0.998669 -3.321831 0.029641 -0.788 3.733 0.706 -0.6348
N 0.433439 0.452801 1.243103 -0.955 2.593 1.461 -0.0101
N 2.485788 0.690917 3.530710 -1.352 1.449 -1.796 -0.0973
C -2.367377 2.217263 -0.654482 -1.580 -0.493 -2.148 -0.9335
C 1.508123 1.732407 3.193973 0.823 -0.997 0.453 -0.5269
C -0.353546 1.011732 0.269403 0.414 -0.187 -1.537 1.1083
C -1.585176 1.896710 0.578635 1.734 0.486 2.133 -0.2057
C 0.292805 0.947697 2.605390 -0.181 -2.717 0.257 -1.1167
H -2.680628 3.250541 -0.770363 0.673 0.445 0.313 0.4183
H -3.159967 -1.200186 -2.791715 -0.369 -0.017 0.011 0.2698
H 3.572132 -0.700785 0.827752 -0.706 -0.110 0.102 0.3311
H -3.500329 -0.159591 1.671830 -0.265 -0.317 -0.024 0.2966
H 2.666936 -2.153530 -1.275619 -0.438 -0.236 -0.361 0.3412
H 1.613322 -3.958121 0.330987 -0.066 -1.852 -0.920 0.3107
H 1.148266 2.271374 4.079552 0.168 -0.139 -0.083 0.3569
H -2.824935 -2.716689 0.916510 -0.663 0.222 -1.129 0.2944
H -0.832568 2.897736 -2.849111 -0.277 0.252 0.806 0.3837
H -3.209468 -1.856803 -0.392696 0.019 -0.531 0.362 0.3370
H 2.557973 -1.753328 0.611932 -0.343 -0.257 0.081 0.1765
H 3.139478 0.573527 2.759419 0.639 -0.364 0.464 0.3371
H 1.666117 0.630205 -0.600072 0.003 0.227 -1.318 0.1389
H -4.089194 1.182789 1.322014 -0.372 -0.183 0.177 0.3426
H 0.145645 -1.096421 -2.996322 0.162 0.227 0.113 0.2848
H -2.049795 1.374953 1.442312 -0.628 -0.178 -1.060 0.1546
H -1.885349 -0.841172 -2.092423 0.110 0.264 0.178 0.2729
H 0.174010 1.659620 -2.822362 -0.818 0.772 0.058 0.3344
H 4.031407 -1.617019 -1.578316 0.092 -0.138 0.058 0.3361
H 2.208436 1.254790 -1.938100 -0.428 0.207 -0.292 0.3022
H 0.290317 -3.168175 -0.613118 0.943 -1.813 0.212 0.3223
H 0.088161 0.024017 3.176464 0.774 0.262 0.524 0.4817
H 1.981479 2.379026 2.463754 -0.142 0.329 0.077 0.3402
H 0.073904 -1.827850 -4.300081 -0.195 -0.293 -0.595 0.3130
H -0.613479 1.436328 2.884294 -0.545 1.097 -0.708 0.5122
H 2.094083 -0.179427 3.852086 0.191 -0.493 0.783 0.3206
H -1.368489 2.838184 1.205446 0.558 -1.001 -1.319 0.2796
H -3.378466 1.769993 -0.614365 0.577 -0.420 -0.206 0.2016
H 1.367213 0.061729 1.013665 -0.667 -0.463 0.037 0.2561
H -1.905043 1.898434 -1.672952 -0.736 0.247 2.241 -0.0992
```
Positions in Å, forces in eV/Å.

- LUMO (spin up / spin down): -3.16 / -8.60 eV
- ⟨S²⟩: 0.75
- Charge: +1
- Strongest force on any atom: 0.075 hartree/bohr
- Molecular weight: 278.3 g mol⁻¹
- Spin multiplicity: 2

Record 2
Entry from the Open Molecules 2025 dataset: a 9-piece molecular cluster, C5H30N2O9 overall in a non-equilibrium geometry (wB97M-V/def2-TZVPD).

XYZ file:
```
46
Properties=species:S:1:pos:R:3:forces:R:3:mulliken_charge:R:1
O 0.536286 -2.557325 2.673076 -0.014 -0.304 -0.338 -0.6658
O -1.574518 0.492357 -1.769388 0.766 -0.339 -0.197 -0.6314
O 0.761655 0.508959 0.254358 0.673 -0.520 -0.154 -0.3356
O -2.726592 -1.735186 -0.121144 1.003 -0.006 0.806 -0.6620
O 2.740055 -0.644063 -2.274138 0.271 -0.199 0.055 -0.6085
O 0.906893 -2.621039 -2.964507 0.704 -0.560 -0.347 -0.7240
O 0.044624 -2.034271 -0.482927 -1.035 0.169 0.950 -0.6279
O 1.384570 1.765407 -2.208706 -0.030 -0.008 0.146 -0.7408
O -2.589635 -1.667804 -3.292479 -1.135 -0.910 -1.235 -0.6436
N -1.389975 1.943163 1.165345 0.084 -1.621 0.588 -0.2069
N 0.951852 0.297916 3.179094 -0.570 0.007 0.091 -0.6005
C 1.382813 1.523438 1.065979 -1.098 0.665 -1.259 0.2823
C -2.790322 1.698524 1.017671 -1.056 -0.420 -0.619 -1.0111
C -0.790961 1.964774 2.504351 1.164 0.054 -1.464 -1.2698
C 0.700565 1.520803 2.419935 1.248 0.546 1.882 0.1298
C 2.903560 1.390748 1.022765 -0.298 -0.217 0.156 -1.4040
H -0.850948 3.003981 2.818377 0.066 -0.056 0.847 0.3841
H 3.364862 2.243323 0.532194 -0.058 0.343 0.340 0.3306
H -1.951078 -1.986505 -2.667685 0.441 0.568 0.464 0.3111
H -2.688044 -0.717949 -3.332242 0.667 0.129 0.635 0.3293
H 0.276588 -1.207000 -0.021451 0.824 0.047 -0.473 0.2097
H 1.149340 2.471856 0.544930 -0.004 0.047 0.355 0.4604
H -2.333159 -1.062241 -0.698348 -0.978 0.202 -0.305 0.1893
H 1.935137 0.067218 3.181117 -0.058 -0.178 0.011 0.3215
H 3.228898 0.562108 0.395372 -0.259 -0.385 0.317 0.1914
H -3.128516 0.736588 1.417981 0.601 0.007 0.392 0.3516
H 0.321835 -2.802373 -2.215484 0.089 0.635 -0.077 0.3156
H 2.207660 -1.457342 -2.383916 -0.095 0.072 0.001 0.4114
H -3.599019 -2.014817 -0.383098 -0.181 0.212 -0.618 0.3224
H 1.307149 1.504225 -1.274079 -0.025 -0.153 -0.383 0.3651
H -3.496804 2.433307 1.426182 0.260 0.298 -0.089 0.3295
H -0.904655 -2.074145 -0.245987 0.279 -0.695 -0.090 0.4767
H 0.418901 -0.521152 2.912125 0.116 0.113 -0.144 0.1492
H 1.224710 2.256763 3.048838 0.110 0.249 -0.421 0.4053
H 0.576104 -2.448198 1.711485 0.032 -0.014 -0.024 0.3282
H 3.249186 1.285305 2.049738 0.508 -0.037 -0.169 0.4327
H -0.644384 0.628486 -2.027096 0.139 -0.325 -0.062 0.2693
H -1.857209 1.393940 -1.700788 -0.581 0.799 0.128 0.3080
H -2.997301 1.532762 -0.045660 -0.194 0.492 0.123 0.1828
H 0.380832 -3.503752 2.770023 -0.026 0.091 0.169 0.3047
H -0.990704 2.653939 0.584101 -0.317 0.500 -0.108 0.2620
H 2.083580 1.159443 -2.515014 -0.326 0.010 0.037 0.2748
H 3.623150 -0.954367 -2.056665 0.041 0.036 -0.051 0.2854
H -1.194787 1.260033 3.223814 -0.789 0.199 -0.171 0.4625
H -0.193834 0.673435 0.306051 -0.411 0.461 0.219 0.4440
H 0.569427 -1.914875 -3.517381 -0.547 -0.006 0.085 0.3109
```
Positions in Å, forces in eV/Å.

- LUMO: 0.29 eV
- Strongest force on any atom: 0.045 hartree/bohr
- SMILES string: CNC[C@@H](N)[C@@H](C)O.O.O.O.O.O.O.O.O
- Molecular weight: 262.3 g mol⁻¹
- Spin multiplicity: 1

Record 3
Entry from the Open Molecules 2025 dataset: a 10-piece molecular cluster, C5H30NO11 overall in a non-equilibrium geometry (wB97M-V/def2-TZVPD).

XYZ file:
```
47
Properties=species:S:1:pos:R:3:forces:R:3:mulliken_charge:R:1
O -2.051482 2.392794 -3.307609 -0.104 -0.140 0.227 -0.6449
O -3.597159 0.034907 -2.075793 0.484 0.048 0.340 -0.7274
O -2.194763 -3.149816 -0.890611 -0.861 0.557 -0.275 -0.7980
O 0.370416 -2.373357 -0.800392 0.445 -0.676 -0.445 -0.6860
O -3.109358 -0.585792 0.486810 0.725 -0.608 -0.494 -0.8487
O -1.147158 -2.012297 1.329675 -0.545 0.225 -0.365 -0.8864
O 0.697083 -1.515698 3.168876 -0.238 -0.316 -0.321 -0.7519
O -2.213562 1.661571 -0.285053 0.044 0.593 -0.475 -0.4641
O 1.879916 0.833337 3.147831 -0.457 -0.316 -0.107 -0.8249
O 4.035383 -1.147202 -1.972812 -0.244 0.215 0.117 -0.6706
O 3.895724 -0.233871 1.608176 -0.198 0.286 0.235 -0.6576
N -0.149963 1.329397 0.897697 -0.896 0.900 -1.469 -0.2192
C 1.295193 -0.222213 -0.267665 -1.013 0.577 -2.302 0.6684
C 1.750432 2.296776 -0.255246 1.468 -0.338 -0.408 -1.5715
C 0.665643 1.231304 -0.333997 1.350 -0.977 1.279 1.0271
C 0.740227 -1.130105 -1.432821 -0.386 -0.662 2.196 -0.2312
C -1.370403 2.169455 0.695253 1.104 -1.346 1.126 -0.7742
H -2.575862 2.497976 -2.502031 0.239 0.477 0.018 0.3018
H -0.471211 0.388407 1.095983 -0.393 0.061 0.196 0.2103
H 1.538107 -1.387071 -2.145949 -0.785 0.632 -0.361 0.1968
H -2.500120 0.717649 -0.068966 -0.169 0.681 1.021 0.4017
H 2.570903 2.007348 -0.938601 -0.245 0.180 0.048 0.3959
H 1.514375 3.319289 -0.527164 -0.637 0.118 -0.051 0.3802
H -1.075615 3.191265 0.452347 -0.016 -0.073 -0.174 0.3486
H 3.018257 -0.005841 1.988419 0.238 -0.061 -0.239 0.3869
H -1.685254 1.515154 -3.144363 0.120 -0.035 -0.246 0.3578
H -3.313642 -0.213994 -1.153170 -0.866 -0.628 -0.376 0.3904
H 0.989179 -0.697922 0.661632 0.692 -0.057 -0.035 -0.3165
H -2.932737 -2.919631 -1.474569 0.244 -0.349 -0.309 0.3259
H -3.894725 -0.765807 1.002792 -0.081 0.123 -0.013 0.0147
H 2.349422 -0.185426 -0.482787 0.334 0.166 1.049 -0.5237
H 3.267836 -1.648717 -1.681939 0.169 -0.534 -0.104 0.4316
H 1.413315 -0.047191 3.067936 0.387 0.400 0.556 0.4443
H 4.411023 0.432879 2.076168 0.283 -0.136 -0.120 0.2943
H -0.797868 -2.462217 0.544498 0.938 0.156 0.834 0.3085
H -1.878453 -1.446496 0.895900 -0.169 0.451 1.397 0.4967
H 1.185720 -2.295216 2.880590 0.174 0.073 0.148 0.3135
H 0.144398 1.289324 -1.294547 -0.440 0.323 0.314 -0.0965
H -2.304213 -2.402124 -0.265961 -0.352 -0.476 -0.136 0.3399
H 2.226649 2.328587 0.733791 -0.327 -0.178 -0.093 0.3038
H -0.175924 -0.668954 -1.797502 0.207 0.010 -0.790 0.1404
H -0.443438 -2.790297 -1.148119 0.323 0.434 -0.560 0.4814
H -3.355462 0.966845 -2.040558 -0.343 -0.157 -0.333 0.2940
H -0.048054 -1.518246 2.513454 -0.089 -0.213 0.184 0.4006
H -1.755279 2.145514 1.726800 -0.770 0.270 -0.372 0.3299
H 3.874556 -0.344834 -1.462034 0.562 0.178 -0.045 0.3572
H 1.207934 1.420577 2.775633 0.096 0.140 -0.267 0.3508
```
Positions in Å, forces in eV/Å.

- LUMO: 3.02 eV
- Charge: -1
- Strongest force on any atom: 0.050 hartree/bohr
- Molecular weight: 280.3 g mol⁻¹
- Spin multiplicity: 1